10 unconnected molecules or ions with the total composition C15H50N4O10. Source: the Open Molecules 2025 dataset; level of theory: ωB97M-V/def2-TZVPD.

Computed properties:
HOMO level	-0.355	Eh
total charge	0
Kohn-Sham gap	9.584	eV
structure (SMILES)	NC(N)=O.NC(N)=O.CCO.CCO.CCO.CCO.CCO.CO.CO.CO

Element x y z (Å)
C1 15.913 -19.860 -26.121
O1 15.585 -20.544 -24.952
H1 16.561 -19.008 -25.913
H2 16.626 -20.490 -26.653
H3 15.040 -19.721 -26.759
H4 14.963 -21.264 -25.085
C2 9.394 -20.709 -27.333
O2 8.528 -19.678 -27.191
H5 8.793 -21.554 -27.670
H6 10.196 -20.631 -28.067
H7 9.810 -21.019 -26.374
H8 7.645 -19.969 -27.431
C3 16.941 -14.616 -22.055
O3 16.988 -13.206 -21.926
H9 17.802 -14.862 -22.677
H10 17.009 -15.054 -21.059
H11 15.999 -15.013 -22.432
H12 16.783 -12.920 -22.820
C4 6.173 -14.796 -26.390
O4 5.666 -13.691 -26.345
N1 6.432 -15.564 -27.382
N2 6.323 -15.415 -25.261
H13 6.252 -15.161 -28.291
H14 6.780 -16.505 -27.265
H15 6.955 -16.203 -25.277
H16 6.250 -14.797 -24.465
C5 9.423 -21.921 -17.552
O5 8.836 -22.156 -16.581
N3 9.526 -22.690 -18.598
N4 10.224 -20.955 -17.780
H17 9.010 -23.551 -18.716
H18 10.280 -22.533 -19.250
H19 10.851 -20.843 -18.564
H20 10.265 -20.228 -17.081
C6 14.514 -24.911 -22.421
C7 13.163 -24.864 -23.156
O6 13.287 -23.991 -24.273
H21 14.344 -25.548 -21.553
H22 14.722 -23.924 -22.007
H23 15.403 -25.170 -22.996
H24 12.429 -24.412 -22.489
H25 12.741 -25.809 -23.498
H26 12.702 -24.361 -24.938
C8 15.841 -19.620 -17.575
C9 16.888 -18.784 -16.888
O7 16.654 -18.860 -15.491
H27 15.798 -20.653 -17.230
H28 15.995 -19.661 -18.653
H29 14.816 -19.306 -17.373
H30 16.815 -17.808 -17.366
H31 17.902 -19.162 -17.013
H32 17.143 -18.298 -14.887
C10 5.253 -17.560 -19.580
C11 6.727 -17.163 -19.710
O8 7.127 -16.015 -18.958
H33 5.022 -17.876 -18.562
H34 4.997 -18.422 -20.197
H35 4.567 -16.757 -19.849
H36 7.041 -16.918 -20.724
H37 7.397 -17.939 -19.341
H38 7.060 -15.324 -19.621
C12 11.704 -12.811 -21.854
C13 12.099 -11.877 -20.734
O9 13.235 -12.374 -20.031
H39 11.231 -13.737 -21.529
H40 12.524 -12.964 -22.556
H41 10.922 -12.402 -22.495
H42 11.374 -11.709 -19.937
H43 12.360 -10.903 -21.148
H44 13.963 -12.149 -20.615
C14 11.626 -18.063 -23.388
C15 12.179 -18.293 -21.962
O10 12.310 -19.622 -21.647
H45 12.045 -18.686 -24.179
H46 11.807 -17.039 -23.714
H47 10.559 -18.282 -23.430
H48 11.465 -17.755 -21.338
H49 13.164 -17.861 -21.787
H50 12.841 -19.929 -22.385

A molecular structure, C15H52N22O19S2. Source: the Open Molecules 2025 dataset; level of theory: ωB97M-V/def2-TZVPD.

Computed properties:
HOMO level	-0.266	Eh
total charge	0
Kohn-Sham gap	6.922	eV

Element x y z (Å)
C1 4.616 -3.010 17.094
O1 5.383 -2.029 17.164
N1 4.765 -3.872 16.063
N2 3.602 -3.207 17.940
H1 5.477 -3.635 15.363
H2 4.087 -4.578 15.844
H3 2.961 -3.975 17.882
H4 3.478 -2.598 18.731
C2 12.523 -0.722 18.974
O2 11.669 -0.694 19.867
N3 13.853 -0.866 19.206
N4 12.237 -0.517 17.657
H5 14.139 -0.809 20.168
H6 14.531 -1.097 18.508
H7 13.010 -0.244 17.078
H8 11.331 -0.134 17.391
C3 7.945 -3.556 14.531
O3 6.833 -3.206 14.103
N5 8.222 -3.796 15.830
N6 8.942 -3.857 13.672
H9 9.062 -4.324 16.085
H10 7.645 -3.457 16.580
H11 9.808 -4.293 13.933
H12 8.747 -3.785 12.689
C4 8.966 3.023 19.462
O4 8.083 3.488 18.745
N7 9.798 3.790 20.207
N8 9.080 1.698 19.755
H13 9.790 4.764 19.948
H14 10.597 3.436 20.695
H15 8.598 0.916 19.350
H16 9.819 1.411 20.371
C5 2.723 0.479 18.368
O5 2.103 -0.030 17.423
N9 2.140 1.396 19.182
N10 3.943 0.042 18.771
H17 1.226 1.709 18.915
H18 2.773 1.895 19.781
H19 4.421 -0.696 18.266
H20 4.146 0.330 19.712
C6 11.164 -5.037 17.896
O6 10.611 -4.733 16.842
N11 11.957 -6.130 18.042
N12 10.937 -4.377 19.063
H21 11.873 -6.797 17.293
H22 12.398 -6.328 18.916
H23 11.358 -4.508 19.959
H24 10.197 -3.699 18.949
C7 4.265 0.012 14.012
O7 4.561 0.409 12.887
N13 4.898 -1.053 14.560
N14 3.287 0.548 14.770
H25 5.632 -1.512 14.042
H26 4.520 -1.474 15.388
H27 2.899 1.347 14.295
H28 3.081 0.315 15.728
C8 8.712 -0.258 17.330
O8 9.614 0.377 16.754
N15 8.954 -1.276 18.189
N16 7.405 -0.153 16.995
H29 9.937 -1.362 18.404
H30 8.223 -1.904 18.464
H31 6.776 -0.919 17.191
H32 7.231 0.568 16.307
C9 8.696 0.411 12.495
O9 7.602 0.863 12.250
N17 8.977 -0.622 13.370
N18 9.861 0.918 11.945
H33 8.387 -0.819 14.160
H34 9.852 -1.101 13.337
H35 10.675 0.437 12.272
H36 9.872 1.385 11.058
C10 11.192 3.879 16.229
O10 10.563 3.789 15.183
N19 11.870 5.019 16.553
N20 11.186 2.920 17.196
H37 11.905 5.827 15.964
H38 12.419 4.972 17.392
H39 11.551 2.967 18.126
H40 10.501 2.201 16.984
C11 6.215 2.824 15.394
O11 6.128 2.429 14.237
N21 5.109 3.074 16.169
N22 7.367 3.195 16.012
H41 4.183 3.077 15.783
H42 5.147 3.470 17.090
H43 7.230 3.444 16.982
H44 8.244 3.271 15.522
C12 5.827 -6.453 19.317
C13 6.954 -6.565 18.280
O12 8.053 -5.989 18.954
S1 7.626 -4.669 19.796
O13 7.692 -3.466 19.033
O14 8.198 -4.723 21.105
O15 6.058 -5.165 19.887
H45 6.009 -7.222 20.072
H46 4.794 -6.531 18.991
H47 6.764 -5.959 17.389
H48 7.059 -7.575 17.888
C14 10.921 -0.776 21.901
C15 9.911 -1.805 21.355
O16 8.820 -1.590 22.235
S2 8.464 -0.019 22.177
O17 7.804 0.218 23.433
O18 7.842 0.333 20.932
O19 10.046 0.346 22.235
H49 11.612 -0.319 21.196
H50 11.448 -1.168 22.770
H51 10.361 -2.791 21.340
H52 9.762 -1.451 20.331

11 unconnected molecules or ions with the total composition C15H52N2O11. Source: the Open Molecules 2025 dataset; level of theory: ωB97M-V/def2-TZVPD.

Computed properties:
HOMO level	-0.336	Eh
total charge	0
Kohn-Sham gap	9.379	eV
structure (SMILES)	NC(N)=O.CCO.CCO.CCO.CCO.CO.CO.CO.CO.CO.CO

Element x y z (Å)
C1 0.726 -0.532 -5.019
O1 -0.632 -0.954 -4.902
H1 0.806 0.407 -5.570
H2 1.094 -0.342 -4.009
H3 1.341 -1.294 -5.500
H4 -1.158 -0.475 -5.546
C2 2.761 -2.276 -2.729
O2 3.693 -3.223 -2.225
H5 3.236 -1.607 -3.460
H6 1.926 -2.775 -3.231
H7 2.405 -1.649 -1.918
H8 4.159 -3.628 -2.960
C3 2.240 -2.331 1.682
O3 1.347 -1.507 2.403
H9 1.708 -3.069 1.071
H10 2.894 -1.752 1.019
H11 2.874 -2.859 2.391
H12 0.857 -0.937 1.788
C4 -4.051 -0.088 1.929
O4 -2.909 0.700 1.599
H13 -4.337 0.157 2.949
H14 -4.904 0.150 1.288
H15 -3.831 -1.155 1.837
H16 -2.907 0.801 0.635
C5 -0.008 4.742 -1.512
O5 -0.194 6.067 -1.027
H17 1.052 4.484 -1.448
H18 -0.565 4.092 -0.838
H19 -0.436 4.606 -2.505
H20 0.027 6.690 -1.723
C6 -2.344 -0.048 -1.850
O6 -3.231 1.032 -1.497
H21 -1.800 0.175 -2.768
H22 -1.619 -0.177 -1.050
H23 -2.923 -0.969 -1.922
H24 -4.058 0.853 -1.952
C7 1.124 0.654 5.332
O7 1.059 1.071 6.480
N1 0.228 1.054 4.364
N2 2.155 -0.145 4.859
H25 -0.555 1.600 4.667
H26 0.237 0.716 3.415
H27 2.783 -0.520 5.543
H28 1.963 -0.672 4.009
C8 -1.566 -1.576 4.442
C9 -1.962 -3.007 4.552
O8 -3.396 -3.145 4.229
H29 -2.054 -1.080 3.601
H30 -0.496 -1.537 4.224
H31 -1.739 -1.009 5.353
H32 -1.779 -3.427 5.548
H33 -1.415 -3.664 3.866
H34 -3.531 -4.049 3.926
C10 -1.529 -2.403 -0.450
C11 -1.741 -2.274 1.026
O9 -3.125 -2.461 1.322
H35 -2.135 -1.694 -1.016
H36 -1.762 -3.398 -0.839
H37 -0.477 -2.224 -0.698
H38 -1.422 -1.267 1.341
H39 -1.131 -2.970 1.613
H40 -3.239 -2.544 2.283
C12 0.984 0.540 -0.825
C13 0.173 1.370 0.131
O10 -0.090 0.569 1.287
H41 1.164 1.069 -1.765
H42 0.526 -0.418 -1.080
H43 1.950 0.323 -0.360
H44 -0.806 1.704 -0.241
H45 0.682 2.327 0.307
H46 -0.991 0.759 1.590
C14 3.107 2.358 -4.029
C15 3.458 3.823 -3.838
O11 2.372 4.663 -4.240
H47 3.429 2.017 -5.017
H48 2.028 2.209 -4.013
H49 3.661 1.755 -3.311
H50 4.383 4.031 -4.401
H51 3.751 4.042 -2.801
H52 2.485 5.520 -3.821

Among the records above, which one has the highest HOMO level? C15H52N22O19S2

Which value of total charge does entry 1 give? 0